Record 1
Below is a molecular structure, C41H44Cl2N6O5PS3Sn, with properties calculated with ωB97M-V with the def2-TZVPD basis set.

Geometry (Å):
Sn  0.377  -0.693  -0.233
Cl  -1.132  -3.855  -2.913
Cl  3.805  -1.699  -2.035
S  1.120  -4.740  0.657
S  3.245  1.941  -0.037
S  -0.667  2.656  1.096
P  -0.474  1.339  -1.958
O  2.828  0.551  -0.360
O  -1.314  1.446  1.625
O  0.214  -2.305  3.647
O  -0.548  3.693  2.119
O  0.618  2.321  0.467
N  -2.459  -3.473  1.614
N  0.800  -1.772  -1.822
N  0.144  -1.130  4.222
N  3.775  -4.164  0.885
N  2.515  -3.061  2.239
N  -2.334  -1.717  0.301
C  3.789  0.751  2.404
C  1.323  -2.715  -2.530
C  -2.320  3.319  -2.540
C  -2.464  4.341  0.017
C  2.735  -2.848  -2.811
C  1.390  3.346  -2.564
C  5.737  3.201  -0.111
C  -2.742  -1.305  1.541
C  -2.830  -2.385  2.369
C  2.572  3.845  -3.095
C  2.518  -4.773  -4.236
C  5.014  1.900  -0.419
C  -2.230  -4.816  2.086
C  3.143  1.648  -3.887
C  -0.357  -0.070  3.531
C  -2.992  -0.929  -4.190
C  0.491  0.253  6.129
C  4.598  -3.352  1.640
C  3.300  -3.801  -3.624
C  0.598  -3.780  -3.176
C  -1.619  3.279  -0.226
C  4.218  -5.041  -0.170
C  -1.290  0.590  -3.410
C  1.073  2.001  -2.703
C  -3.156  4.367  -2.281
C  3.805  -2.666  2.492
C  -0.440  1.173  4.120
C  3.446  3.000  -3.764
C  -2.276  -0.360  -3.153
C  1.965  1.152  -3.354
C  -1.503  2.706  -1.548
C  -0.016  1.349  5.434
C  0.565  -0.972  5.509
C  -2.724  -0.573  -5.505
C  1.149  -4.742  -3.984
C  -1.019  0.933  -4.731
C  3.356  2.057  1.765
C  -2.173  -3.010  0.384
C  2.482  -3.982  1.253
C  -3.252  4.912  -0.973
C  -1.730  0.356  -5.772
H  4.047  -1.927  3.231
H  0.838  0.338  7.150
H  -2.749  -5.535  1.453
H  4.861  0.573  2.299
H  2.953  -5.521  -4.884
H  5.112  4.059  -0.362
H  1.742  0.092  -3.412
H  5.007  1.701  -1.492
H  4.373  -3.784  -3.771
H  -0.248  1.662  -4.948
H  1.665  -2.757  2.740
H  0.492  -5.482  -4.423
H  5.446  1.031  0.077
H  -0.650  -0.267  2.513
H  5.659  -3.314  1.479
H  3.265  -0.077  1.922
H  -3.904  5.746  -0.756
H  -1.159  -5.037  2.090
H  -2.279  2.941  -3.555
H  -3.746  -1.674  -3.972
H  -1.812  -3.646  -0.408
H  -2.918  -0.263  1.742
H  4.935  -5.764  0.225
H  4.669  -4.459  -0.970
H  -3.075  -2.480  3.411
H  -0.816  1.986  3.512
H  0.702  3.989  -2.028
H  6.005  3.280  0.942
H  -1.504  0.634  -6.795
H  6.654  3.280  -0.696
H  4.029  2.887  1.982
H  3.344  -5.559  -0.563
H  -2.469  -0.667  -2.129
H  4.364  3.392  -4.188
H  3.828  0.975  -4.387
H  -3.277  -1.028  -6.318
H  -2.484  4.737  1.025
H  0.941  -1.876  5.961
H  3.547  0.751  3.466
H  2.346  2.347  2.057
H  2.810  4.896  -2.982
H  -0.071  2.322  5.903
H  -3.747  4.782  -3.090
H  -2.616  -4.897  3.100

Output
Energy relative to the best compared isomer or geometry (same formula, charge and spin) (kcal per mole): 24.3
HOMO (alpha / beta) (eV): 1.15 / -1.08
Spin multiplicity: 2
Net charge: -2
LUMO (alpha / beta) (eV): 3.888 / 3.886
⟨S²⟩: 0.763
Molecular weight (g mol⁻¹): 1017.63


Record 2
Below is a gas-phase ion, C7H7O5PS (charge -2), with properties calculated with ωB97M-V with the def2-TZVPD basis set.

Geometry (Å):
S  0.463  -1.710  -1.161
P  -1.405  0.207  0.232
O  1.598  -1.778  -2.097
O  0.432  -2.731  -0.110
O  -2.378  -0.959  0.043
O  -1.623  -0.021  2.935
O  -1.849  1.460  -0.467
C  0.378  -0.177  -0.376
C  -0.925  -2.016  -2.357
C  0.023  1.388  2.360
C  0.907  2.124  1.643
C  -0.907  0.457  2.029
C  1.370  0.711  -0.391
C  1.530  1.808  0.436
H  -0.797  -1.827  -3.438
H  -0.017  1.609  3.373
H  2.258  0.545  -1.010
H  2.404  2.495  0.340
H  1.260  3.001  2.165
H  -1.809  -1.528  -2.032
H  -0.911  -3.059  -2.117

Output
Energy relative to the best compared isomer or geometry (same formula, charge and spin) (kcal per mole): 24.2
HOMO (eV): 0.06
Net charge: -2
LUMO (eV): 5.647
Molecular weight (g mol⁻¹): 234.17


Record 3
Below is 15 unconnected molecules or ions with the total composition C2H31O16, with properties calculated with ωB97M-V with the def2-TZVPD basis set.

Geometry (Å):
O  -0.366  -0.173  5.734
O  -4.992  -0.779  -1.051
O  2.548  4.196  -2.701
O  -1.136  -1.645  -0.237
O  -0.829  3.794  2.857
O  2.026  -3.877  -1.406
O  1.455  -2.548  -4.821
O  3.478  4.388  1.153
O  3.920  -2.056  1.310
O  -1.003  0.043  1.154
O  3.073  1.537  3.983
O  2.179  1.292  -6.014
O  -1.663  -4.345  -3.451
O  -4.815  -0.448  3.466
O  -3.488  2.818  -2.034
O  -2.403  -3.577  3.351
C  0.159  0.255  -0.940
C  -0.762  -0.492  0.054
H  -1.740  -3.734  -2.718
H  -1.018  2.869  2.699
H  0.312  1.295  -0.652
H  -0.312  0.330  -1.920
H  1.924  -3.648  -2.330
H  -4.182  -1.259  -0.876
H  -5.191  0.363  3.807
H  1.179  -3.669  -1.012
H  3.723  1.145  4.566
H  -4.012  2.062  -1.770
H  3.343  3.670  -2.786
H  -2.201  -3.189  2.500
H  -5.540  -0.946  -0.284
H  -1.198  0.202  6.024
H  -0.849  -4.094  -3.888
H  1.171  -0.148  -0.974
H  2.289  1.001  4.102
H  -4.078  -0.161  2.925
H  2.049  -3.041  -5.387
H  4.342  4.672  1.452
H  3.564  -2.734  0.736
H  3.258  3.649  1.719
H  0.121  3.830  2.962
H  -0.573  -0.600  4.903
H  1.432  -1.671  -5.205
H  3.368  -2.089  2.091
H  2.847  1.867  -6.387
H  2.440  4.316  -1.758
H  -2.711  2.778  -1.477
H  2.031  1.637  -5.133
H  -3.165  -3.088  3.663

Output
Energy relative to the best compared isomer or geometry (same formula, charge and spin) (kcal per mole): 72.6
HOMO (eV): -5.08
Net charge: -1
LUMO (eV): 2.179
Molecular weight (g mol⁻¹): 311.25


Record 4
Below is a molecular structure, C36H48AlNO4P, with properties calculated with ωB97M-V with the def2-TZVPD basis set.

Geometry (Å):
P  -0.341  1.938  0.303
Al  1.097  -0.097  0.053
O  1.675  -0.371  1.753
O  2.437  0.391  -3.598
O  3.319  -0.305  3.229
O  1.152  0.016  -1.765
N  2.970  0.331  -0.161
C  0.689  -3.171  -0.514
C  -1.338  4.305  -1.147
C  1.164  -5.519  -1.436
C  1.004  3.630  -1.426
C  -1.896  -1.250  -2.555
C  -0.655  4.320  1.927
C  1.541  3.067  2.055
C  2.273  0.328  -2.407
C  -1.013  -1.631  -1.385
C  -1.993  1.259  0.451
C  2.894  -0.141  2.108
C  -3.642  -0.495  0.211
C  1.753  -4.206  -0.844
C  -1.189  -1.614  2.428
C  -4.410  1.691  0.700
C  2.615  -4.460  0.371
C  -0.877  2.205  -2.400
C  -2.396  -2.514  2.597
C  -0.398  3.085  -1.215
C  3.727  0.404  0.936
C  -2.966  -2.287  -2.797
C  -1.262  -1.141  -0.084
C  -4.695  0.337  0.495
C  5.471  1.212  -0.449
C  -3.091  2.122  0.673
C  -0.499  2.020  3.067
C  0.036  2.910  1.913
C  -0.281  -1.884  3.623
C  -0.666  -1.817  1.009
C  0.360  -2.773  0.781
C  5.028  0.862  0.838
C  4.634  1.180  -1.602
C  3.385  0.655  -1.404
C  -2.314  -0.103  0.196
C  -0.067  -2.618  -1.583
C  -1.133  -1.013  -3.838
H  -0.187  2.489  4.022
H  1.426  4.211  -0.589
H  6.498  1.472  -0.546
H  -2.948  3.188  0.719
H  -0.932  2.844  -3.263
H  0.533  -6.022  -0.719
H  -2.408  4.107  -0.896
H  -1.323  4.747  -2.135
H  -2.031  -3.539  2.598
H  -0.243  -0.417  -3.638
H  -3.111  -2.389  1.816
H  -0.963  5.058  -0.439
H  -1.759  -0.425  -4.541
H  2.049  -4.975  1.155
H  5.072  1.424  -2.556
H  1.874  3.830  2.763
H  -2.362  -0.299  -2.315
H  -0.169  1.391  -2.588
H  -2.917  -2.297  3.534
H  2.975  -3.574  0.869
H  -0.155  5.069  1.317
H  2.384  -3.826  -1.664
H  -3.616  -1.889  -3.534
H  1.722  2.814  -1.597
H  0.970  4.312  -2.270
H  -2.504  -3.218  -3.162
H  -0.130  -2.967  3.808
H  -1.851  1.752  -2.112
H  -5.728  -0.006  0.565
H  0.833  -3.264  1.643
H  5.685  0.902  1.708
H  2.006  -6.203  -1.635
H  0.180  -2.923  -2.588
H  -0.643  4.666  2.971
H  -1.507  -0.588  2.505
H  -3.592  -2.550  -1.913
H  -1.725  4.296  1.677
H  1.917  2.106  2.431
H  0.619  -5.368  -2.335
H  -0.764  -1.490  4.516
H  -3.818  -1.497  -0.070
H  2.036  3.241  1.069
H  -0.048  1.024  3.062
H  3.519  -5.011  0.144
H  -0.838  -1.917  -4.333
H  -1.600  1.889  3.050
H  0.699  -1.438  3.628
H  -5.229  2.409  0.762

Output
Energy relative to the best compared isomer or geometry (same formula, charge and spin) (kcal per mole): 0.0
HOMO (eV): -11.91
Net charge: +1
LUMO (eV): -3.458
Molecular weight (g mol⁻¹): 616.74


Record 5
Below is C6H11N3 in the gas phase, with properties calculated with ωB97M-V with the def2-TZVPD basis set.

Geometry (Å):
N  -1.500  0.364  -0.328
N  -0.143  2.297  0.307
N  -2.250  -2.006  -0.750
C  -0.750  -1.688  -0.967
C  -1.280  1.703  -0.102
C  -0.319  -0.447  -0.280
C  2.244  -0.641  0.186
C  0.961  1.496  0.858
C  0.883  0.065  0.157
H  -2.231  2.342  -0.290
H  2.996  -0.679  1.094
H  -2.877  -1.168  -0.813
H  2.071  -1.648  -0.122
H  -0.169  3.017  1.153
H  -0.783  -1.453  -2.021
H  -0.273  -2.717  -0.495
H  2.850  -0.191  -0.756
H  2.050  1.969  0.851
H  -2.347  -2.171  0.287
H  0.867  1.557  2.033

Output
Energy relative to the best compared isomer or geometry (same formula, charge and spin) (kcal per mole): 90.0
HOMO (eV): -7.90
LUMO (eV): 0.468
Molecular weight (g mol⁻¹): 125.17


Record 6
Below is a molecular structure, C41H39AuN6S4, with properties calculated with ωB97M-V with the def2-TZVPD basis set.

Geometry (Å):
Au  0.471  0.284  0.486
S  -2.596  -0.761  3.535
S  2.527  -2.497  -2.873
S  0.172  -3.373  -1.721
S  2.909  0.187  -1.886
N  1.247  -3.834  -2.708
N  1.318  0.072  -1.405
N  -0.023  -1.829  -1.356
N  -0.499  0.431  2.169
N  3.458  -0.829  -2.862
N  0.497  -0.797  -2.152
C  -3.747  -4.198  -1.808
C  5.155  -4.382  -0.351
C  3.463  4.351  -3.573
C  -0.301  1.329  -3.185
C  5.113  -4.579  -6.033
C  4.753  -3.936  0.898
C  3.433  -3.074  -1.402
C  3.894  3.249  -4.301
C  0.980  -5.360  -0.075
C  -0.155  -3.529  1.035
C  -2.509  -3.696  -1.458
C  -2.749  -5.388  -3.651
C  4.698  -2.696  -4.594
C  5.819  0.658  1.575
C  3.533  -3.304  -4.138
C  2.868  4.179  -2.328
C  3.091  1.811  -2.572
C  4.498  -3.960  -1.498
C  2.684  2.908  -1.818
C  5.486  -3.338  -5.537
C  1.130  -6.001  1.142
C  -1.397  -4.046  -2.218
C  -1.814  -0.613  -3.060
C  -0.008  -4.185  2.246
C  3.712  1.971  -3.801
C  3.030  -2.627  -0.150
C  -1.398  -0.089  2.730
C  3.940  -5.170  -5.588
C  0.353  -4.123  -0.114
C  4.515  1.097  1.750
C  5.262  -0.135  -0.625
C  3.145  -4.538  -4.644
C  -3.869  -5.039  -2.909
C  3.952  0.299  -0.441
C  -1.499  -4.904  -3.300
C  3.688  -3.058  0.993
C  6.188  0.042  0.385
C  -0.353  -0.198  -3.249
C  3.582  0.933  0.742
C  0.157  -0.682  -4.609
C  0.638  -5.413  2.302
H  3.585  5.346  -3.977
H  1.626  -6.961  1.186
H  -0.634  -2.559  0.983
H  -0.983  1.740  -3.930
H  -2.392  -3.018  -0.622
H  -1.958  -1.672  -3.246
H  -2.147  -0.390  -2.046
H  2.561  1.262  0.883
H  -4.843  -5.416  -3.189
H  2.184  -1.965  -0.044
H  -0.618  1.675  -2.200
H  2.205  2.752  -0.860
H  5.729  -5.081  -6.768
H  4.022  1.086  -4.343
H  4.378  3.393  -5.257
H  4.823  -4.336  -2.456
H  -4.619  -3.925  -1.228
H  -2.437  -0.057  -3.762
H  -2.854  -6.031  -4.515
H  -0.433  -0.230  -5.409
H  0.757  -5.914  3.254
H  5.524  -0.605  -1.564
H  3.348  -2.701  1.957
H  0.077  -1.768  -4.688
H  3.643  -6.137  -5.972
H  -0.402  -3.731  3.146
H  2.549  5.041  -1.757
H  6.546  0.801  2.364
H  1.203  -0.400  -4.746
H  2.240  -4.999  -4.278
H  0.695  1.712  -3.381
H  1.350  -5.789  -0.998
H  5.989  -5.065  -0.446
H  7.208  -0.290  0.242
H  4.223  1.579  2.674
H  5.263  -4.277  1.791
H  4.980  -1.734  -4.195
H  6.399  -2.869  -5.879
H  -0.606  -5.158  -3.857

Output
HOMO (eV): -6.70
LUMO (eV): 0.038
Molecular weight (g mol⁻¹): 941.04


Record 7
Below is C3H6N4O5 in the gas phase, with properties calculated with ωB97M-V with the def2-TZVPD basis set.

Geometry (Å):
O  -1.080  1.861  0.461
O  -2.877  -1.918  -1.306
O  -2.141  0.053  -2.974
O  -2.966  1.506  -1.712
O  -0.842  -2.094  -0.632
N  -1.822  -1.459  -0.906
N  -2.380  0.565  -1.919
N  -1.777  -0.098  -0.840
N  0.267  -0.014  0.607
C  1.399  0.437  1.407
C  2.808  -0.023  1.007
C  -0.694  0.776  0.328
H  2.922  0.038  -0.076
H  3.526  0.712  1.461
H  1.242  1.421  1.200
H  1.222  0.127  2.466
H  0.161  -0.926  0.094
H  3.032  -0.964  1.334

Output
Energy relative to the best compared isomer or geometry (same formula, charge and spin) (kcal per mole): 81.2
HOMO (eV): -10.70
LUMO (eV): -0.264
Molecular weight (g mol⁻¹): 178.10


Question: The lowest molecular weight belongs to which entry?
Answer: C6H11N3